Entry 1:
This record from OMol25 describes a cluster of 8 separate species, C11H29N7O16 in total. The level of theory is ωB97M-V with the def2-TZVPD basis set.

- HOMO (eV) = -9.8
- net charge = 0
- ΔE to the lowest compared entry with this formula, charge and spin (kJ/mol) = 186.0

Element x y z (Å)
1 C -2.150 -2.113 2.641
2 N -2.273 -2.892 1.441
3 O -2.987 -3.885 1.495
4 O -1.897 -2.417 0.375
5 H -3.187 -2.069 2.973
6 H -1.785 -1.137 2.318
7 H -1.428 -2.594 3.300
8 C 3.949 -1.938 2.623
9 N 2.960 -1.026 2.020
10 O 2.835 -0.930 0.802
11 O 2.301 -0.282 2.678
12 H 4.412 -2.403 1.753
13 H 3.363 -2.678 3.167
14 H 4.559 -1.335 3.296
15 C 1.978 3.561 2.421
16 N 1.072 3.738 3.616
17 O 0.763 2.704 4.213
18 O 0.653 4.882 3.851
19 H 2.568 2.673 2.648
20 H 2.594 4.458 2.357
21 H 1.241 3.446 1.626
22 C -5.306 0.546 -0.675
23 N -5.437 -0.602 0.238
24 O -5.011 -0.386 1.421
25 O -5.963 -1.555 -0.172
26 H -4.555 0.305 -1.427
27 H -5.088 1.402 -0.036
28 H -6.279 0.656 -1.153
29 C 0.088 1.035 0.260
30 N -1.394 1.270 0.232
31 O -1.889 1.975 1.127
32 O -2.099 0.882 -0.700
33 H 0.156 0.190 0.945
34 H 0.557 1.926 0.678
35 H 0.464 0.606 -0.668
36 C 2.895 4.492 -2.506
37 N 3.255 3.697 -1.301
38 O 4.119 4.117 -0.567
39 O 2.592 2.660 -1.073
40 H 2.163 4.054 -3.185
41 H 3.865 4.830 -2.871
42 H 2.379 5.410 -2.224
43 C -1.413 4.057 -2.202
44 N -0.902 4.630 -0.952
45 O -1.631 5.452 -0.299
46 O 0.195 4.237 -0.574
47 H -2.056 3.202 -1.998
48 H -0.504 3.781 -2.736
49 H -2.005 4.777 -2.767
50 C 1.452 -2.495 -1.977
51 C 0.791 -3.747 -2.673
52 O 0.867 -4.801 -1.770
53 C 0.098 -5.868 -1.951
54 C 0.227 -6.954 -0.919
55 O -0.731 -6.038 -2.814
56 H 1.736 -1.779 -2.748
57 H 2.412 -2.729 -1.519
58 H 0.776 -1.961 -1.310
59 H -0.214 -3.385 -2.890
60 H 1.206 -4.075 -3.626
61 H 1.020 -7.597 -1.298
62 H -0.625 -7.634 -0.923
63 H 0.251 -6.351 -0.011



Entry 2:
This record from OMol25 describes the ion C13H28BrFI2N4O3P3 with charge +1. The level of theory is ωB97M-V with the def2-TZVPD basis set.

- HOMO (eV) = -11.2
- net charge = +1

Element x y z (Å)
1 C -4.250 -1.057 0.174
2 C -3.553 0.456 -0.013
3 N -4.309 1.466 0.530
4 C -2.144 0.673 -0.877
5 C -0.773 0.647 0.085
6 C -0.931 1.694 1.330
7 C -1.323 3.255 0.933
8 C -2.174 3.992 2.170
9 F -3.485 4.530 1.736
10 C -0.887 -0.941 0.604
11 P -1.560 -1.376 2.330
12 N -2.268 -2.861 2.195
13 C 0.688 -1.352 0.791
14 C 1.410 -0.688 -0.516
15 C 2.970 -0.732 -0.133
16 I 3.657 0.245 1.699
17 C 4.056 -0.343 -1.313
18 C 4.931 -1.641 -1.865
19 I 5.593 0.983 -0.381
20 P 1.248 -2.106 -1.801
21 N -0.311 -2.437 -2.234
22 O 1.847 -3.662 -1.229
23 O 2.075 -1.822 -3.321
24 N 0.589 0.601 -0.674
25 Br 0.284 0.846 -2.560
26 P 1.512 2.176 -0.543
27 O 0.749 3.241 -1.489
28 H -3.687 -1.796 -0.555
29 H -5.351 -0.951 -0.267
30 H -4.279 -1.406 1.290
31 H -3.846 2.370 0.312
32 H -2.183 -0.265 -1.617
33 H -2.285 1.700 -1.434
34 H -1.796 1.419 2.105
35 H 0.066 1.677 1.987
36 H -0.333 3.916 0.838
37 H -1.877 3.365 -0.091
38 H -2.304 3.293 3.108
39 H -1.542 4.925 2.560
40 H -1.544 -1.651 -0.070
41 H -2.645 -0.487 2.760
42 H -0.577 -1.514 3.372
43 H -1.818 -3.534 2.860
44 H 0.900 -0.969 1.872
45 H 0.622 -2.507 0.936
46 H 3.214 -1.884 0.089
47 H 3.497 0.199 -2.197
48 H 6.089 -1.395 -1.800
49 H 4.681 -1.762 -3.003
50 H 4.725 -2.635 -1.285
51 H -0.409 -2.305 -3.280
52 H 2.017 -3.662 -0.248
53 H 2.554 -2.669 -3.592
54 H 1.638 2.633 0.816
55 H 2.834 2.108 -1.097



Entry 3:
This record from OMol25 describes a structure of composition C27H28N6O3Pd. The level of theory is ωB97M-V with the def2-TZVPD basis set.

- HOMO (spin up / spin down) (eV) = -6.8 / -6.8
- net charge = 0
- ΔE to the lowest compared entry with this formula, charge and spin (kJ/mol) = 0.0

Element x y z (Å)
1 Pd 1.020 -0.101 -0.111
2 C 5.285 -0.768 1.507
3 O 5.125 -2.080 2.030
4 C 4.022 -2.842 1.770
5 C 4.161 -4.178 2.066
6 C 3.123 -5.096 1.874
7 C 1.935 -4.651 1.369
8 C 1.736 -3.286 1.052
9 C 0.465 -2.978 0.506
10 N -0.031 -1.857 0.056
11 N -1.234 -2.071 -0.572
12 C -1.873 -1.143 -1.171
13 O -1.544 0.158 -1.348
14 C -3.136 -1.497 -1.843
15 C -3.850 -0.534 -2.558
16 C -5.043 -0.865 -3.181
17 C -5.541 -2.156 -3.095
18 C -4.838 -3.118 -2.381
19 C -3.646 -2.795 -1.760
20 C 2.781 -2.326 1.260
21 O 2.642 -1.071 1.068
22 H 6.299 -0.482 1.784
23 H 5.189 -0.757 0.420
24 H 4.568 -0.066 1.926
25 H 5.118 -4.503 2.456
26 H 3.275 -6.138 2.117
27 H 1.116 -5.341 1.200
28 H -0.205 -3.828 0.395
29 H -3.467 0.474 -2.621
30 H -5.589 -0.110 -3.732
31 H -6.475 -2.412 -3.578
32 H -5.225 -4.126 -2.308
33 H -3.093 -3.537 -1.203
34 N 0.378 3.139 -3.804
35 C 1.387 3.921 -3.382
36 N 1.569 5.108 -3.999
37 N 2.216 3.622 -2.400
38 C 2.077 2.417 -1.906
39 N 1.910 1.342 -1.509
40 H -0.051 3.309 -4.696
41 H 0.297 2.207 -3.425
42 H 0.819 5.526 -4.520
43 H 2.240 5.726 -3.576
44 C -2.192 0.041 1.600
45 C -1.475 1.201 0.897
46 C -2.562 2.201 0.468
47 C -0.707 0.818 -0.399
48 C -0.462 1.837 1.850
49 C -0.457 3.194 2.160
50 C 0.489 3.729 3.026
51 C 1.453 2.919 3.602
52 C 1.455 1.562 3.317
53 C 0.501 1.028 2.466
54 H -3.021 -0.333 0.999
55 H -2.603 0.406 2.543
56 H -1.524 -0.789 1.824
57 H -3.211 1.734 -0.272
58 H -2.138 3.103 0.024
59 H -3.178 2.493 1.321
60 H -0.466 1.766 -0.888
61 H -1.191 3.858 1.727
62 H 0.469 4.789 3.247
63 H 2.193 3.340 4.271
64 H 2.198 0.907 3.755
65 H 0.517 -0.041 2.287



Which max |F| belongs to each record? In order, 5.3; 7.5; 0.8 eV/A.